No. 1
This record from the Open Molecules 2025 dataset describes a structure of composition C17H23N4O8P2SSiV. The level of theory is the ωB97M-V functional and the def2-TZVPD basis.

The LUMO energy (spin up / spin down) comes out at 0.1771 / 0.1771 hartree. Its net charge is -2. As for the multiplicity: 3. The value obtained for the orbital gap (spin up / spin down) is 6.804 / 6.866 eV.

```
57
C17H23N4O8P2SSiV | the Open Molecules 2025 dataset | the ωB97M-V functional and the def2-TZVPD basis
V -0.689 0.898 -0.517
N 4.053 2.083 0.076
C 2.887 1.810 0.799
S 3.107 1.048 2.340
N 1.807 2.135 0.129
N 0.588 1.821 0.717
C 0.328 2.209 1.909
C -0.837 1.790 2.680
C -1.002 2.354 3.945
C -2.017 1.952 4.796
C -2.877 0.941 4.374
C -2.730 0.357 3.130
C -1.719 0.773 2.248
O -1.624 0.199 1.069
H 4.802 1.469 0.358
H 3.871 2.058 -0.919
H 1.028 2.886 2.389
H -0.297 3.116 4.257
H -2.131 2.403 5.773
H -3.674 0.601 5.026
H -3.393 -0.433 2.800
O -4.181 0.913 -0.016
P -3.424 1.872 -1.042
O -4.391 2.697 -1.776
O -2.181 2.428 -0.376
O -2.753 0.685 -2.036
P -1.582 0.925 -3.174
O -2.200 2.004 -4.186
O -1.305 -0.365 -3.823
O -0.518 1.682 -2.384
H -3.516 0.434 0.513
H -2.881 1.592 -4.729
C 0.508 -3.568 -1.593
Si -0.285 -2.266 -0.473
C -0.051 -2.798 1.317
C -2.122 -2.317 -0.823
N 0.417 -0.701 -0.799
C 1.762 -0.714 -1.210
C 2.148 -0.118 -2.418
C 3.463 -0.178 -2.849
C 4.436 -0.825 -2.092
C 4.067 -1.401 -0.885
C 2.751 -1.341 -0.448
H -0.268 -4.217 -2.001
H 1.234 -4.188 -1.064
H 1.023 -3.097 -2.431
H -0.773 -3.576 1.583
H -0.213 -1.945 1.978
H 0.950 -3.187 1.511
H -2.392 -3.378 -0.854
H -2.374 -1.870 -1.785
H -2.717 -1.832 -0.051
H 1.397 0.384 -3.005
H 3.727 0.288 -3.793
H 5.465 -0.865 -2.432
H 4.808 -1.882 -0.258
H 2.491 -1.747 0.522
```


No. 2
This record from the Open Molecules 2025 dataset describes a structure of composition C6H14N4. The level of theory is the ωB97M-V functional and the def2-TZVPD basis.

The LUMO energy comes out at -0.2501 hartree. Its net charge is +2. As for the multiplicity: 1. For the energy above the lowest of the compared OMol25 structures with the same formula, charge and spin, the calculation gives 320.7 kJ/mol. The value obtained for the orbital gap is 8.731 eV.

```
24
C6H14N4 | the Open Molecules 2025 dataset | the ωB97M-V functional and the def2-TZVPD basis
C 0.208 -1.089 0.916
C -1.740 0.089 -0.181
C -0.996 -1.009 0.369
C 1.546 0.328 0.949
C -1.350 1.360 -0.552
C 1.855 0.183 -1.483
N 1.740 0.790 2.203
N -2.012 2.324 -1.083
N 2.189 0.628 -0.133
N -1.883 -2.187 0.424
H 0.841 -1.963 1.225
H -2.733 -0.194 -0.571
H -0.210 1.387 -0.424
H 2.689 0.125 -2.138
H 1.126 -0.646 -1.433
H 1.152 0.938 -1.870
H 1.190 0.411 2.966
H 2.137 1.714 2.301
H -2.959 2.173 -1.453
H -1.552 3.193 -1.178
H 3.037 1.183 -0.142
H -1.375 -2.974 0.853
H -2.042 -2.538 -0.502
H -2.734 -1.917 0.920
```


No. 3
This record from the Open Molecules 2025 dataset describes a cluster of 13 separate species, C58H149Cl2N9O19 in total. The level of theory is the ωB97M-V functional and the def2-TZVPD basis.

The LUMO energy comes out at -0.2708 hartree. Its net charge is +6. As for the multiplicity: 1. The value obtained for the orbital gap is 3.342 eV.

```
237
C58H149Cl2N9O19 | the Open Molecules 2025 dataset | the ωB97M-V functional and the def2-TZVPD basis
C 0.218 -6.727 -7.744
O 0.339 -5.339 -8.190
C 0.650 -4.452 -7.151
C 0.745 -3.094 -7.891
N -0.383 -2.824 -8.808
H -0.547 -3.775 -9.164
H -1.067 -2.696 -8.063
C -0.243 -1.784 -9.942
C 0.221 -0.459 -9.277
O 1.553 -0.454 -8.832
C 2.455 -0.045 -9.923
H -0.527 -6.837 -6.977
H 1.163 -7.190 -7.408
H -0.049 -7.200 -8.647
H 1.632 -4.680 -6.674
H -0.079 -4.484 -6.353
H 1.707 -3.107 -8.399
H 0.882 -2.230 -7.227
H -1.210 -1.614 -10.336
H 0.459 -2.271 -10.633
H -0.368 -0.453 -8.366
H -0.089 0.412 -9.866
H 2.110 0.908 -10.398
H 2.439 -0.812 -10.660
H 3.454 0.169 -9.560
C -4.723 1.963 0.571
O -5.357 1.230 1.579
C -4.523 0.317 2.201
C -5.235 -0.223 3.444
N -6.717 -0.657 3.132
H -7.349 0.127 3.421
H -6.908 -0.842 2.124
C -7.266 -1.831 3.909
C -8.338 -2.458 3.034
O -8.908 -1.512 2.167
C -10.266 -1.137 2.381
H -3.816 2.493 0.914
H -5.430 2.711 0.201
H -4.344 1.347 -0.279
H -3.651 0.781 2.626
H -4.152 -0.512 1.534
H -5.300 0.430 4.306
H -4.656 -1.059 3.783
H -7.672 -1.540 4.936
H -6.510 -2.627 4.144
H -9.145 -2.934 3.643
H -7.817 -3.194 2.438
H -10.942 -1.927 2.139
H -10.531 -0.244 1.829
H -10.399 -0.936 3.494
C -5.087 13.344 6.691
O -5.792 12.449 5.868
C -6.328 13.246 4.761
C -7.097 12.281 3.875
N -8.416 11.849 4.520
H -8.939 12.671 4.798
H -8.892 11.441 3.726
C -8.444 11.020 5.888
C -7.646 9.764 5.740
O -8.366 8.936 4.895
C -8.186 7.531 4.919
H -5.705 14.083 7.151
H -4.425 13.835 6.004
H -4.515 12.788 7.415
H -5.470 13.714 4.285
H -6.834 14.171 5.191
H -6.553 11.335 3.674
H -7.405 12.746 2.989
H -9.549 10.940 6.105
H -7.991 11.745 6.622
H -7.548 9.423 6.755
H -6.624 9.846 5.381
H -8.672 7.072 5.771
H -7.098 7.246 4.948
H -8.670 7.118 4.037
C 11.045 8.605 -2.872
O 9.722 8.802 -3.397
C 9.885 9.220 -4.713
C 8.780 10.175 -5.080
N 7.636 9.545 -4.364
H 7.766 8.543 -4.495
H 7.641 9.756 -3.364
C 6.286 10.007 -4.810
C 5.167 9.395 -4.006
O 5.209 8.026 -4.373
C 4.020 7.451 -3.978
H 10.893 7.994 -1.957
H 11.559 9.525 -2.649
H 11.664 8.051 -3.519
H 9.901 8.302 -5.319
H 10.831 9.669 -4.898
H 8.531 10.264 -6.105
H 8.920 11.215 -4.670
H 6.071 9.774 -5.937
H 6.298 11.083 -4.672
H 4.194 9.830 -4.276
H 5.258 9.393 -2.920
H 3.217 7.777 -4.705
H 3.666 7.873 -3.026
H 4.084 6.362 -3.942
C -2.989 -3.787 0.168
O -3.919 -3.788 -0.882
C -3.638 -4.229 -2.164
C -3.311 -2.977 -3.090
N -4.482 -1.939 -3.168
H -5.171 -2.382 -3.755
H -4.877 -1.877 -2.253
C -4.110 -0.629 -3.694
C -5.396 0.049 -4.107
O -6.309 0.088 -3.025
C -7.652 0.016 -3.399
H -3.459 -3.870 1.178
H -2.324 -2.898 0.040
H -2.363 -4.659 0.180
H -4.546 -4.701 -2.550
H -2.863 -4.955 -2.295
H -3.067 -3.241 -4.117
H -2.482 -2.469 -2.597
H -3.421 -0.811 -4.526
H -3.523 -0.051 -2.906
H -5.911 -0.619 -4.873
H -5.323 1.099 -4.538
H -8.213 -0.026 -2.405
H -7.915 -0.845 -4.021
H -7.960 0.964 -3.934
C -2.121 3.763 -3.632
O -2.245 2.305 -3.714
C -1.708 1.703 -4.895
C -0.190 1.725 -4.852
N 0.292 0.636 -3.924
H -0.015 0.868 -2.949
H -0.254 -0.244 -4.257
C 1.691 0.453 -3.843
C 2.079 -0.874 -3.207
O 2.111 -0.902 -1.681
C 1.161 -0.830 -0.882
H -1.609 4.158 -4.541
H -1.558 4.021 -2.788
H -3.114 4.084 -3.697
H -2.087 2.298 -5.693
H -2.067 0.695 -5.061
H 0.140 2.655 -4.368
H 0.279 1.495 -5.835
H 2.152 1.293 -3.332
H 2.235 0.344 -4.786
H 3.115 -1.110 -3.355
H 1.343 -1.667 -3.428
H -0.079 1.252 1.870
H 1.269 -0.961 0.279
H 0.146 -0.583 -1.263
C -3.174 -9.396 5.547
O -3.795 -10.510 6.053
C -4.040 -10.871 7.397
C -5.030 -11.965 7.538
N -4.689 -13.267 6.836
H -3.684 -13.384 7.036
H -5.115 -14.008 7.321
C -5.007 -13.297 5.360
C -4.243 -14.270 4.506
O -2.833 -13.715 4.417
C -1.848 -14.278 3.813
H -3.937 -9.132 4.646
H -2.355 -9.766 4.770
H -2.648 -8.691 6.336
H -4.501 -9.893 7.984
H -3.052 -11.043 8.092
H -6.074 -11.700 7.327
H -5.077 -12.091 8.621
H -4.834 -12.300 4.966
H -6.105 -13.528 5.190
H -4.618 -14.342 3.406
H -4.200 -15.326 4.903
H -0.938 -13.677 3.881
H -2.177 -14.880 2.809
H -1.791 -15.444 3.936
C -0.803 2.320 4.551
O 0.448 2.254 3.866
C 0.447 3.157 2.718
C 1.825 3.845 2.642
N 2.896 2.846 2.982
H 3.713 3.442 3.071
H 2.671 2.404 3.933
C 3.062 1.765 1.982
C 2.481 0.487 2.570
O 3.187 0.405 3.843
C 2.949 -0.893 4.387
H -0.950 3.367 4.942
H -0.677 1.588 5.339
H -1.551 1.999 3.889
H -0.432 3.901 2.700
H 0.288 2.546 1.853
H 1.840 4.695 3.339
H 2.074 4.265 1.647
H 4.143 1.598 1.846
H 2.589 1.970 1.027
H 2.706 -0.367 1.892
H 1.351 0.520 2.700
H 1.895 -1.061 4.532
H 3.573 -0.907 5.276
H 3.404 -1.592 3.643
C 7.926 -3.137 0.134
C 8.116 -3.762 1.527
C 8.914 -5.080 1.569
C 10.345 -5.092 1.017
N 11.475 -4.853 1.941
C 11.373 -3.584 2.797
C 11.924 -2.509 1.911
C 12.836 -3.125 0.790
C 12.756 -4.643 1.059
C 11.550 -6.096 2.847
H 8.827 -2.771 -0.266
H 7.179 -2.316 0.150
H 7.556 -3.908 -0.536
H 7.077 -4.042 1.811
H 8.505 -2.990 2.244
H 8.377 -5.860 1.058
H 8.937 -5.409 2.632
H 10.516 -4.299 0.294
H 10.517 -5.999 0.415
H 12.064 -3.771 3.619
H 10.339 -3.500 3.155
H 12.410 -1.688 2.447
H 11.021 -2.048 1.503
H 13.818 -2.797 0.761
H 12.354 -2.939 -0.132
H 13.582 -5.007 1.681
H 12.741 -5.201 0.137
H 10.618 -6.330 3.335
H 12.406 -5.886 3.481
H 11.840 -6.904 2.252
Cl -0.732 -2.017 -5.115
Cl 0.412 2.072 -1.150
O -0.121 -2.667 2.258
C -0.993 -1.706 2.296
O -1.997 -1.846 3.006
O -0.640 -0.680 1.807
H -0.439 -3.386 2.825
```


No. 4
This record from the Open Molecules 2025 dataset describes the ion FN2O3S with charge -1. The level of theory is the ωB97M-V functional and the def2-TZVPD basis.

The LUMO energy (spin up / spin down) comes out at 0.1400 / 0.1400 hartree. Its net charge is -1. As for the multiplicity: 1. For the energy above the lowest of the compared OMol25 structures with the same formula, charge and spin, the calculation gives 56.0 kJ/mol. The value obtained for the orbital gap (spin up / spin down) is 8.078 / 8.078 eV.

```
7
FN2O3S | the Open Molecules 2025 dataset | the ωB97M-V functional and the def2-TZVPD basis
N -0.086 -0.194 -1.845
N -0.078 -0.002 1.193
O 0.966 -0.872 -1.973
O 1.137 -0.067 1.263
O -0.833 -0.272 2.078
F -0.178 2.262 0.123
S -0.756 0.629 -0.776
```


Q: Which electronic energy values were calculated for the entries above? A: -3797.4998; -455.3467; -5139.2643; -833.1413, in hartree.